[1]
{
  "formula": "C18H16F3NO3",
  "method": "ωB97M-V/def2-TZVPD",
  "multiplicity": 1,
  "smiles": "O=C(NCCc1ccc(C(F)(F)F)cc1)[C@H]1COc2ccccc2O1",
  "de_lowest_kj_mol": 69.5,
  "orbital_gap_ev": 9.31,
  "species": ["O", "C", "N", "C", "C", "C", "C", "C", "C", "C", "F", "F", "F", "C", "C", "C", "C", "O", "C", "C", "C", "C", "C", "C", "O", "H", "H", "H", "H", "H", "H", "H", "H", "H", "H", "H", "H", "H", "H", "H", "H"],
  "coordinates": [[2.608771, 2.219718, 1.294016], [2.323682, 1.055204, 1.476151], [2.697359, 0.038869, 0.683649], [3.481014, 0.202182, -0.525386], [2.866633, 1.237874, -1.480373], [1.383531, 1.049838, -1.630225], [0.862243, -0.107831, -2.197329], [-0.502326, -0.281382, -2.320729], [-1.361892, 0.711706, -1.869396], [-2.841703, 0.540333, -2.040605], [-3.239020, -0.738155, -1.904852], [-3.257670, 0.922351, -3.267478], [-3.565053, 1.254044, -1.166603], [-0.858176, 1.871077, -1.298717], [0.509242, 2.031011, -1.180332], [1.447365, 0.655943, 2.678148], [-0.003815, 1.067678, 2.387713], [-0.546743, 0.308225, 1.333296], [-0.320078, -1.037981, 1.460371], [-1.099654, -1.924104, 0.728211], [-0.895890, -3.286170, 0.836987], [0.078580, -3.779465, 1.690326], [0.865964, -2.907766, 2.417112], [0.680117, -1.535142, 2.299975], [1.516621, -0.710505, 3.018646], [2.432407, -0.898729, 0.939630], [3.535736, -0.775676, -1.005579], [4.495307, 0.523831, -0.264377], [3.061108, 2.234230, -1.085915], [3.359992, 1.140122, -2.449673], [1.527925, -0.879942, -2.553996], [-0.902520, -1.182086, -2.761156], [-1.532951, 2.635135, -0.945329], [0.906668, 2.924979, -0.724514], [1.815482, 1.208871, 3.548887], [-0.046310, 2.111890, 2.076614], [-0.602556, 0.924309, 3.297837], [-1.867358, -1.523737, 0.088402], [-1.509456, -3.962662, 0.263380], [0.229190, -4.843085, 1.788826], [1.635548, -3.262640, 3.084341]],
  "forces_ev_per_a": [[0.1, 0.5, -0.1], [-0.1, -0.7, 0.4], [0.1, -0.4, 0.0], [0.1, 0.4, 0.0], [0.1, -0.1, 0.1], [0.0, 0.1, -0.1], [0.0, 0.1, 0.0], [-0.1, 0.1, 0.0], [-0.1, 0.0, 0.1], [-0.2, 0.1, -0.2], [0.1, -0.3, 0.1], [0.1, 0.1, -0.1], [0.1, 0.2, 0.2], [-0.1, -0.2, -0.2], [0.0, 0.0, -0.1], [-0.3, 0.6, -0.2], [0.3, 0.1, 0.5], [0.0, -0.5, -0.2], [0.0, 0.0, 0.1], [0.1, 0.1, 0.1], [-0.1, 0.0, 0.0], [0.1, -0.1, 0.0], [0.0, 0.2, 0.0], [-0.2, -0.1, 0.0], [-0.1, -0.3, -0.1], [0.0, 0.1, 0.0], [0.0, 0.0, 0.1], [0.0, -0.1, -0.1], [0.0, -0.1, -0.1], [0.0, 0.0, 0.0], [0.1, -0.1, 0.0], [0.0, -0.1, 0.0], [-0.1, 0.1, 0.0], [0.1, 0.1, 0.1], [0.0, 0.0, -0.2], [0.1, -0.1, 0.1], [0.1, 0.0, -0.1], [-0.1, 0.1, -0.1], [-0.1, -0.1, -0.1], [0.0, -0.1, 0.0], [0.1, 0.0, 0.1]]
}



[2]
{
  "formula": "C18H16GaN4O3S",
  "method": "ωB97M-V/def2-TZVPD",
  "multiplicity": 1,
  "total_charge": 1,
  "orbital_gap_ev": [5.92, 5.92],
  "species": ["Ga", "C", "C", "C", "C", "C", "C", "N", "C", "C", "C", "C", "C", "C", "N", "N", "C", "C", "C", "C", "C", "N", "H", "H", "H", "H", "H", "H", "H", "H", "H", "H", "H", "H", "H", "C", "S", "O", "O", "O", "H", "H", "H"],
  "coordinates": [[0.785561, -0.165050, -0.217079], [-3.741684, -2.647033, 1.817083], [-3.391274, -1.495795, 2.508653], [-2.537052, -0.570532, 1.931536], [-2.033986, -0.797444, 0.652438], [-2.390742, -1.945887, -0.042268], [-3.242772, -2.870295, 0.542475], [-1.126703, 0.134606, 0.071858], [-1.495132, 1.399901, -0.191593], [-2.834743, 1.855786, -0.226840], [-3.104145, 3.162674, -0.521259], [-2.081518, 4.116925, -0.770819], [-0.781397, 3.729419, -0.742412], [-0.466804, 2.373000, -0.475504], [0.763788, 1.867708, -0.364207], [1.843940, 2.524228, -0.361359], [2.927304, 1.712863, -0.037096], [4.192971, 2.275837, 0.050914], [5.254671, 1.469975, 0.417746], [5.034939, 0.125204, 0.694279], [3.752957, -0.373080, 0.588576], [2.726557, 0.405329, 0.229546], [-4.410022, -3.368254, 2.267651], [-3.779588, -1.323703, 3.503782], [-2.238599, 0.327304, 2.459324], [-2.018816, -2.077738, -1.050939], [-3.534719, -3.759914, -0.000272], [-3.636767, 1.156521, -0.038057], [-4.135931, 3.486241, -0.572835], [-2.348620, 5.141083, -0.987516], [0.033591, 4.418163, -0.920722], [4.310278, 3.328764, -0.161032], [6.251436, 1.882500, 0.494438], [5.844432, -0.526754, 0.986595], [3.523211, -1.408331, 0.791767], [0.553546, -3.700619, -1.865832], [1.470253, -2.309569, -1.281190], [1.072845, -2.064252, 0.163081], [2.863104, -2.525544, -1.463222], [0.948733, -1.054332, -1.952590], [1.067735, -4.586059, -1.498737], [0.567219, -3.682852, -2.953432], [-0.458071, -3.640977, -1.474933]],
  "forces_ev_per_a": [[-0.8, 0.9, 0.5], [0.0, 0.0, 0.0], [0.0, 0.0, 0.0], [0.1, 0.0, -0.1], [-0.2, -0.1, 0.0], [0.0, 0.2, 0.0], [0.0, 0.0, 0.0], [0.8, -0.2, 0.2], [0.1, 0.1, -0.2], [-0.1, 0.0, 0.0], [0.1, 0.0, 0.0], [0.0, 0.1, 0.0], [0.1, 0.0, 0.0], [-0.7, 0.1, 0.0], [0.6, -0.1, -0.1], [-0.6, 0.4, -0.1], [0.7, -0.5, 0.1], [-0.2, 0.1, -0.1], [0.0, -0.1, 0.0], [0.0, 0.1, 0.0], [0.1, 0.0, 0.0], [-0.5, 0.1, -0.1], [0.0, 0.0, 0.0], [0.0, 0.0, 0.0], [0.0, 0.0, 0.1], [0.0, 0.0, 0.0], [0.0, 0.0, 0.0], [0.0, 0.0, 0.0], [0.0, 0.0, 0.0], [0.0, 0.0, 0.0], [0.0, 0.0, 0.0], [0.0, 0.0, 0.0], [0.0, 0.0, 0.0], [0.0, 0.0, 0.0], [0.0, 0.0, 0.0], [0.1, 0.2, 0.1], [0.1, -0.7, -0.3], [0.1, -0.1, -0.2], [0.1, -0.2, -0.1], [0.1, -0.2, 0.2], [0.0, 0.0, 0.0], [0.0, 0.1, 0.0], [0.0, 0.0, 0.0]]
}



[3]
{
  "formula": "C18H16N2O2",
  "method": "ωB97M-V/def2-TZVPD",
  "multiplicity": 1,
  "smiles": "CN(C#N)CCc1cccc2c1ccc1ccc(O)c(O)c12",
  "de_lowest_kj_mol": 231.7,
  "orbital_gap_ev": 8.00,
  "species": ["C", "N", "C", "N", "C", "C", "C", "C", "C", "C", "C", "C", "C", "C", "C", "C", "C", "C", "O", "C", "O", "C", "H", "H", "H", "H", "H", "H", "H", "H", "H", "H", "H", "H", "H", "H", "H", "H"],
  "coordinates": [[1.352042, -1.285475, -2.777355], [2.230587, -0.167177, -3.123116], [3.468301, -0.290070, -2.712187], [4.584957, -0.528489, -2.451399], [1.677435, 1.200023, -3.304176], [1.411389, 1.984894, -1.993550], [0.180605, 1.495393, -1.252334], [-1.056588, 2.007502, -1.677735], [-2.245993, 1.707424, -1.047059], [-2.174068, 0.946872, 0.110754], [-0.977664, 0.318100, 0.583802], [0.228312, 0.673235, -0.093981], [1.421364, 0.221978, 0.499418], [1.453526, -0.470215, 1.701806], [0.259168, -0.816337, 2.352006], [0.307410, -1.450003, 3.566363], [-0.836667, -1.795539, 4.271822], [-2.083923, -1.565617, 3.713678], [-3.246117, -2.004101, 4.281875], [-2.150282, -0.941163, 2.476168], [-3.421976, -0.887753, 1.959454], [-0.999451, -0.487742, 1.770091], [0.384553, -1.118593, -3.225540], [1.791889, -2.166056, -3.273222], [1.226635, -1.415008, -1.726173], [2.320943, 1.783688, -3.861767], [0.768978, 1.156526, -3.902704], [2.292972, 2.010453, -1.321726], [1.238150, 3.009307, -2.274979], [-0.997796, 2.695438, -2.501228], [-3.111452, 2.207977, -1.407804], [-3.128582, 0.891340, 0.589877], [2.350747, 0.414437, -0.034783], [2.360313, -0.868986, 2.116421], [1.289596, -1.656481, 4.033394], [-0.727738, -2.254095, 5.241898], [-4.010122, -1.698903, 3.723568], [-3.431455, -0.856785, 0.970424]],
  "forces_ev_per_a": [[0.4, -0.3, -1.4], [-1.5, 1.2, -0.2], [2.7, -0.6, 0.2], [-1.6, 0.6, -0.1], [-0.9, -0.9, 1.8], [0.0, -0.9, 0.4], [-0.9, 0.6, 0.3], [1.9, -0.6, -0.1], [1.5, -0.2, 0.9], [-0.3, -0.2, -1.0], [-1.6, 1.4, -1.1], [-1.1, -0.2, 0.2], [1.7, -1.1, 1.2], [0.0, 0.9, -2.5], [-1.1, 0.4, -0.5], [0.1, -0.9, 2.0], [0.8, 0.0, 0.1], [-0.5, 0.1, -0.7], [-0.4, 0.4, -0.3], [0.4, 0.1, -1.0], [-0.5, 0.2, -1.0], [0.4, -0.3, 1.1], [-0.3, 0.2, -0.1], [-0.3, 0.1, 0.5], [0.0, -0.2, 0.8], [1.8, 0.9, -1.3], [-0.2, -0.4, 0.2], [-0.3, -0.2, -0.6], [-0.1, 0.5, -0.2], [-0.3, 0.2, -0.4], [-0.9, 0.0, 0.1], [-0.1, -0.3, 0.7], [0.0, -0.1, 0.3], [0.4, 0.2, 0.0], [-0.7, 0.1, -0.4], [-0.2, -0.1, 0.1], [1.1, -0.4, 0.6], [0.3, -0.1, 1.3]]
}



no.,E_tot (eV)
1,-34711.87757
2,-94235.33143
3,-26000.10669